Density functional theory data (the ωB97M-V functional and the def2-TZVPD basis) for a structure of composition C18H41As3AuN2OS.

The geometry in XYZ format:
```
67
Properties=species:S:1:pos:R:3:mulliken_charge:R:1
Au 0.60519 -1.49595 1.33335 0.4094
C -2.27956 -3.94191 0.43253 -1.2704
As -0.68309 -2.97013 -0.08400 0.3533
C 0.43673 -4.38584 -0.78028 -1.2227
C -1.37209 -2.09792 -1.69618 -1.6208
C -0.58669 -0.95734 -2.37142 2.4678
C 0.92146 -1.21675 -2.31860 -1.4448
C -0.94351 0.39628 -1.75730 -1.6162
As -0.71385 0.70798 0.17158 1.1263
C -1.05832 2.64099 0.08718 -1.4946
C -2.50375 0.22404 0.80826 -0.8801
C -1.05459 -0.96773 -3.84677 -2.1333
As -0.69566 0.41129 -5.24429 0.3171
C 1.02998 1.23242 -4.77301 -1.0381
C -1.84855 1.88640 -4.63924 -1.0353
H -2.63534 -4.53494 -0.40931 0.4041
H -3.05471 -3.23705 0.72940 0.3716
H -2.06039 -4.59894 1.27196 0.4347
H -0.05131 -4.87943 -1.62030 0.4137
H 0.62047 -5.10992 0.01174 0.4156
H 1.38906 -3.96663 -1.09616 0.3836
H -2.37901 -1.75137 -1.44554 0.4017
H -1.50117 -2.92216 -2.40372 0.7530
H 1.30232 -1.22954 -1.29442 0.0961
H 1.46408 -0.44368 -2.85734 0.2606
H 1.15461 -2.17484 -2.78910 0.3571
H -1.98394 0.64283 -1.98991 0.7163
H -0.32559 1.16123 -2.22975 -0.0760
H -2.01108 2.83019 -0.40839 0.4536
H -0.26484 3.14078 -0.46889 0.3398
H -1.09770 3.05459 1.09439 0.4066
H -3.27356 0.56273 0.11389 0.3993
H -2.66522 0.70607 1.77322 0.3933
H -2.58421 -0.85271 0.94689 -0.0461
H -2.14928 -1.02560 -3.86944 0.5579
H -0.70461 -1.89879 -4.30200 0.5180
H 1.83836 0.51736 -4.91896 0.3312
H 1.07112 1.63100 -3.75978 0.2044
H 1.18044 2.05387 -5.47363 0.3991
H -2.85879 1.50958 -4.47750 0.3131
H -1.89262 2.62115 -5.44240 0.4250
H -1.49698 2.37863 -3.73457 0.2227
S 2.99131 -0.93470 1.52696 -0.4883
C 2.90151 0.78521 1.54145 0.2453
N 2.22782 1.44851 2.46994 0.1186
C 2.10152 2.89930 2.48345 -0.3180
C 3.35683 3.51891 1.89343 -0.7238
C 3.61607 2.92157 0.52169 -0.5642
N 3.57209 1.46513 0.61071 -0.1237
H 1.66111 0.88672 3.09531 0.2400
H 1.96431 3.21734 3.51582 0.4011
H 1.21946 3.20803 1.91383 0.0414
H 4.20556 3.32420 2.55087 0.3063
H 3.23718 4.59775 1.80781 0.3848
H 4.59614 3.21580 0.14988 0.3968
H 2.86713 3.27124 -0.19485 0.2443
H 4.05741 0.90583 -0.07135 0.2387
C -1.37029 -1.85950 4.37226 -0.9845
C -0.48421 -0.66048 4.56872 0.6815
C -0.61353 0.10825 5.84489 -1.3397
O 0.31773 -0.34637 3.70635 -0.4433
H -1.83716 -2.19706 5.29482 0.4152
H -0.79020 -2.66380 3.92006 0.2433
H -2.15687 -1.58040 3.66544 0.1970
H -1.66212 0.24745 6.10933 0.3851
H -0.09828 1.06327 5.78945 0.3318
H -0.16433 -0.49240 6.64154 0.3465
```

Gap between HOMO and LUMO: 8.757 eV
Net charge: +1
Energy above the lowest of the compared OMol25 structures with the same formula, charge and spin: 0.0 kcal per mole
E: -221398.1463 eV